[1]
A structure of composition C4H5F6NO6S3 in a non-equilibrium geometry. Source: the Open Molecules 2025 dataset; level of theory: ωB97M-V/def2-TZVPD.

The calculation puts the frontier orbital gap at 7.9 eV. For the total energy, the calculation gives -2455.2525 Eh. For the largest force on an atom, the calculation gives 2.48 eV/Å. The value obtained for the HOMO energy is -9.3 eV.

The geometry in XYZ format:
```
25
C4H5F6NO6S3 | the Open Molecules 2025 dataset | ωB97M-V/def2-TZVPD
O 1.38 -2.74 2.84
C 0.80 -3.51 2.14
O 0.63 -4.83 2.44
C 0.20 -3.07 0.80
S 1.51 -2.44 -0.25
H -0.26 -4.95 2.80
H -0.48 -2.23 0.94
H -0.30 -3.91 0.33
H 2.34 -3.41 -0.64
H 0.92 -1.87 -1.34
C -1.60 1.61 -2.93
F -1.83 0.63 -3.81
F -0.98 2.61 -3.55
F -2.77 2.06 -2.48
S -0.58 0.96 -1.55
O 0.66 0.52 -2.16
O -1.35 -0.11 -0.96
N -0.48 2.27 -0.70
S 0.35 2.16 0.66
O 1.76 1.98 0.49
O -0.28 1.36 1.68
C 0.13 3.90 1.21
F -1.16 4.19 1.37
F 0.64 4.75 0.31
F 0.75 4.08 2.37
```

Atom charges from the Löwdin analysis, given in e for atoms 1 to 2: O 0.183; C -0.562

---

[2]
The molecule C4H5FN2 in a non-equilibrium geometry. Source: the Open Molecules 2025 dataset; level of theory: ωB97M-V/def2-TZVPD.

Its SMILES is Cc1cc(F)[nH]n1. The calculation puts the frontier orbital gap at 9.6 eV. For the total energy, the calculation gives -364.7033 Eh. For the largest force on an atom, the calculation gives 5.74 eV/Å. The value obtained for the HOMO energy is -8.8 eV.

The geometry in XYZ format:
```
12
C4H5FN2 | the Open Molecules 2025 dataset | ωB97M-V/def2-TZVPD
C -1.97 -0.17 -0.15
C -0.44 -0.01 0.05
C 0.56 -0.98 0.04
C 1.78 -0.20 -0.03
H -2.31 -0.11 0.91
H -2.47 0.71 -0.76
H -2.38 -1.13 -0.50
H 0.40 -2.04 0.13
H 2.02 1.84 0.62
N 1.45 1.13 -0.12
N 0.18 1.32 -0.06
F 3.18 -0.36 -0.14
```

Atom charges from the Löwdin analysis, given in e for atoms 1 to 2: C -0.058; C -0.289

---

[3]
The molecule C4H5FN2 in a non-equilibrium geometry. Source: the Open Molecules 2025 dataset; level of theory: ωB97M-V/def2-TZVPD.

Its SMILES is Cc1cc(F)[nH]n1. The calculation puts the frontier orbital gap at 10.3 eV. For the total energy, the calculation gives -364.7700 Eh. For the largest force on an atom, the calculation gives 2.94 eV/Å. The value obtained for the HOMO energy is -9.3 eV.

The geometry in XYZ format:
```
12
C4H5FN2 | the Open Molecules 2025 dataset | ωB97M-V/def2-TZVPD
C -1.89 -0.25 0.07
C -0.44 0.05 -0.02
C 0.64 -0.90 -0.07
C 1.72 -0.07 0.01
H -2.29 -0.50 1.10
H -2.49 0.61 -0.20
H -2.12 -1.07 -0.68
H 0.52 -1.96 -0.13
H 1.94 2.01 -0.13
N 1.38 1.19 0.04
N 0.01 1.31 -0.04
F 3.00 -0.42 0.06
```

Atom charges from the Löwdin analysis, given in e for atoms 1 to 2: C -0.059; C -0.366

---

[4]
A structure of composition C4H5FN2OS in a non-equilibrium geometry. Source: the Open Molecules 2025 dataset; level of theory: ωB97M-V/def2-TZVPD.

The calculation puts the frontier orbital gap at 9.5 eV. For the total energy, the calculation gives -838.0446 Eh. For the largest force on an atom, the calculation gives 5.44 eV/Å. The value obtained for the HOMO energy is -8.7 eV.

The geometry in XYZ format:
```
14
C4H5FN2OS | the Open Molecules 2025 dataset | ωB97M-V/def2-TZVPD
C 2.12 -0.82 0.29
C 1.49 0.20 -0.22
C -0.26 -0.68 -0.19
C -1.67 1.86 -0.34
N 0.03 -1.87 0.19
N 1.28 -1.96 0.53
O -2.73 -0.61 0.15
F 1.88 1.33 -0.77
S -1.77 -0.06 -0.82
H 3.05 -0.89 0.82
H -1.97 1.85 0.73
H -2.40 2.34 -0.94
H -0.67 2.04 -0.54
H 1.61 -2.74 1.12
```

Atom charges from the Löwdin analysis, given in e for atoms 1 to 2: C -0.081; C -0.146

---

[5]
The molecule C4H5FO in a non-equilibrium geometry. Source: the Open Molecules 2025 dataset; level of theory: ωB97M-V/def2-TZVPD.

Its SMILES is C=C(F)C(C)=O. The calculation puts the frontier orbital gap at 10.1 eV. For the total energy, the calculation gives -330.4641 Eh. For the largest force on an atom, the calculation gives 3.46 eV/Å. The value obtained for the HOMO energy is -10.0 eV.

The geometry in XYZ format:
```
11
C4H5FO | the Open Molecules 2025 dataset | ωB97M-V/def2-TZVPD
C 1.62 -0.71 -0.12
C 0.58 0.31 -0.13
C -0.78 -0.10 0.17
C -1.61 0.77 0.73
H 2.12 -0.91 -1.05
H 1.30 -1.66 0.19
H 2.41 -0.30 0.46
H -2.62 0.55 0.86
H -1.21 1.72 1.11
O 1.06 1.39 -0.32
F -1.04 -1.35 -0.33
```

Atom charges from the Löwdin analysis, given in e for atoms 1 to 2: C -0.016; C -0.452

---

[6]
A structure of composition C4H5HgLi2O2 in a non-equilibrium geometry. Source: the Open Molecules 2025 dataset; level of theory: ωB97M-V/def2-TZVPD.

As for the spin multiplicity: 2. The calculation puts the frontier orbital gap (alpha / beta) at 4.5 / 4.5 eV. For the total energy, the calculation gives -474.2175 Eh. For the largest force on an atom, the calculation gives 7.82 eV/Å. The value obtained for the HOMO energy (alpha / beta) is -6.3 / -6.3 eV.

The geometry in XYZ format:
```
14
C4H5HgLi2O2 | the Open Molecules 2025 dataset | ωB97M-V/def2-TZVPD
O 2.51 0.19 0.60
C 1.95 -1.07 0.85
C 0.62 -1.00 1.53
Hg 1.45 1.70 0.10
Li 4.26 0.00 0.28
H 2.54 -1.85 1.39
H 1.81 -1.64 -0.09
H -0.23 -1.42 0.98
H 0.54 -0.53 2.51
C -4.18 0.39 -1.37
C -3.31 1.10 -1.91
O -2.25 1.73 -2.09
Li -0.58 2.29 -1.80
H -5.13 0.11 -0.97
```

Atom charges from the Löwdin analysis, given in e for atoms 1 to 2: O -0.801; C -0.521

---

[7]
A cluster of 2 separate species, C4H5I in total in a non-equilibrium geometry. Source: the Open Molecules 2025 dataset; level of theory: ωB97M-V/def2-TZVPD.

The calculation puts the frontier orbital gap (alpha / beta) at 7.8 / 7.8 eV. For the total energy, the calculation gives -452.9305 Eh. For the largest force on an atom, the calculation gives 2.98 eV/Å. The value obtained for the HOMO energy (alpha / beta) is -8.1 / -8.2 eV.

The geometry in XYZ format:
```
10
C4H5I | the Open Molecules 2025 dataset | ωB97M-V/def2-TZVPD
C -2.34 -0.40 -0.24
C -1.38 0.32 -0.11
C -0.22 1.07 0.00
C 1.39 -0.74 0.16
I 3.27 0.15 0.01
H -3.20 -1.00 -0.33
H 0.03 1.51 0.95
H 0.18 1.54 -0.88
H 1.11 -1.32 -0.70
H 1.16 -1.13 1.13
```

Atom charges from the Löwdin analysis, given in e for atoms 1 to 2: C 0.119; C -0.257

---

[8]
The molecule C4H5I in a non-equilibrium geometry. Source: the Open Molecules 2025 dataset; level of theory: ωB97M-V/def2-TZVPD.

The calculation puts the frontier orbital gap (alpha / beta) at 8.1 / 8.6 eV. For the total energy, the calculation gives -452.9065 Eh. For the largest force on an atom, the calculation gives 3.50 eV/Å. The value obtained for the HOMO energy (alpha / beta) is -8.4 / -8.4 eV.

The geometry in XYZ format:
```
10
C4H5I | the Open Molecules 2025 dataset | ωB97M-V/def2-TZVPD
C -0.21 -0.40 0.56
C 0.20 0.42 1.47
C -0.37 0.03 -0.81
C 0.00 1.51 -0.69
I -1.64 2.86 -0.40
H -0.90 -1.19 0.93
H 0.48 0.62 2.50
H 0.38 -0.42 -1.48
H -1.28 -0.26 -1.20
H 0.66 1.83 -1.58
```

Atom charges from the Löwdin analysis, given in e for atoms 1 to 2: C -0.289; C 0.130

---

[9]
A cluster of 2 separate species, C4H5I in total in a non-equilibrium geometry. Source: the Open Molecules 2025 dataset; level of theory: ωB97M-V/def2-TZVPD.

Its SMILES is C=CI.C#C. The calculation puts the frontier orbital gap at 9.7 eV. For the total energy, the calculation gives -452.9660 Eh. For the largest force on an atom, the calculation gives 3.21 eV/Å. The value obtained for the HOMO energy is -9.2 eV.

The geometry in XYZ format:
```
10
C4H5I | the Open Molecules 2025 dataset | ωB97M-V/def2-TZVPD
C -1.14 -1.97 -0.35
C -0.02 -2.32 -0.15
C 0.20 1.04 -0.10
C 1.45 1.19 -0.54
I 2.96 -0.13 0.13
H -2.20 -1.68 -0.54
H 0.90 -2.26 0.34
H 0.04 0.15 0.57
H -0.76 1.48 -0.27
H 1.80 1.82 -1.28
```

Atom charges from the Löwdin analysis, given in e for atoms 1 to 2: C -0.016; C -0.049

---

[10]
The molecule C4H5I in a non-equilibrium geometry. Source: the Open Molecules 2025 dataset; level of theory: ωB97M-V/def2-TZVPD.

Its SMILES is C[C@@H]1C=C1I. The calculation puts the frontier orbital gap at 9.3 eV. For the total energy, the calculation gives -452.9837 Eh. For the largest force on an atom, the calculation gives 2.00 eV/Å. The value obtained for the HOMO energy is -9.0 eV.

The geometry in XYZ format:
```
10
C4H5I | the Open Molecules 2025 dataset | ωB97M-V/def2-TZVPD
C 0.47 0.00 -1.44
C -0.11 -0.99 -0.86
C 0.51 0.12 0.06
C -0.47 0.80 1.04
I -1.09 -2.84 -0.99
H 1.16 0.34 -2.18
H 1.44 -0.23 0.51
H -1.44 0.79 0.51
H -0.18 1.83 1.41
H -0.29 0.18 1.95
```

Atom charges from the Löwdin analysis, given in e for atoms 1 to 2: C -0.082; C -0.726

---

[11]
The molecule C4H5IN2 in a non-equilibrium geometry. Source: the Open Molecules 2025 dataset; level of theory: ωB97M-V/def2-TZVPD.

Its SMILES is Cc1cncn1I. The calculation puts the frontier orbital gap at 8.2 eV. For the total energy, the calculation gives -562.5811 Eh. For the largest force on an atom, the calculation gives 3.84 eV/Å. The value obtained for the HOMO energy is -8.7 eV.

The geometry in XYZ format:
```
12
C4H5IN2 | the Open Molecules 2025 dataset | ωB97M-V/def2-TZVPD
C -1.08 0.83 -0.06
C 0.78 1.74 0.05
C -0.25 -0.22 -0.03
C -0.55 -1.65 -0.04
N -0.46 2.04 -0.01
N 1.00 0.40 0.07
I 2.76 -0.55 0.02
H -2.14 0.72 -0.04
H 1.65 2.53 0.09
H -1.66 -1.91 0.00
H -0.03 -2.06 -0.90
H -0.02 -1.88 0.85
```

Atom charges from the Löwdin analysis, given in e for atoms 1 to 2: C -0.152; C -0.323

---

[12]
A structure of composition C4H5INS in a non-equilibrium geometry. Source: the Open Molecules 2025 dataset; level of theory: ωB97M-V/def2-TZVPD.

As for the spin multiplicity: 3. The calculation puts the frontier orbital gap (alpha / beta) at 6.2 / 6.7 eV. For the total energy, the calculation gives -905.6304 Eh. The total charge is +1. For the largest force on an atom, the calculation gives 6.37 eV/Å. The value obtained for the HOMO energy (alpha / beta) is -10.5 / -13.9 eV.

The geometry in XYZ format:
```
12
C4H5INS | the Open Molecules 2025 dataset | ωB97M-V/def2-TZVPD
C -0.67 0.77 -0.01
C 0.02 -1.33 -0.30
C -2.00 -0.12 -0.09
C 1.68 0.43 0.23
N 0.34 -0.09 -0.05
S -1.67 -1.67 -0.37
I -3.88 0.63 -0.05
H -0.52 1.73 0.31
H 0.66 -2.11 -0.47
H 1.87 0.59 1.27
H 2.42 -0.14 -0.13
H 1.75 1.31 -0.34
```

Atom charges from the Löwdin analysis, given in e for atoms 1 to 2: C 0.003; C -0.268